No. 1
12
Properties=species:S:1:pos:R:3 method="wB97M-V/def2-TZVPD" smiles="CC#CCC=O" de_lowest_kcal_mol=50.74 e_homo_ev=-9.46
C 2.198 -0.499 0.208
C 0.888 0.144 0.265
C -0.089 0.865 0.223
C -1.551 0.969 0.103
C -1.701 -0.399 -0.505
O -2.173 -1.313 0.119
H 2.593 -0.757 1.195
H 2.858 0.236 -0.252
H 2.225 -1.405 -0.410
H -2.018 1.731 -0.533
H -2.025 0.913 1.084
H -1.204 -0.485 -1.498

No. 2
74
Properties=species:S:1:pos:R:3 method="wB97M-V/def2-TZVPD" total_charge=+1 e_homo_ev=-9.57
C 5.614 -1.740 3.176
O 4.948 -2.675 4.017
C 4.104 -3.529 3.343
N 2.775 -3.513 4.033
C 2.112 -2.158 3.959
C 0.849 -2.516 3.201
C -0.252 -1.470 3.221
C -1.017 -1.458 4.519
O -0.947 -2.294 5.377
I -2.344 0.215 4.755
P 1.086 -2.827 1.377
N 1.235 -1.472 0.608
N 0.555 -3.869 3.740
C 1.871 -4.415 3.730
N 2.146 -5.713 3.497
H 4.926 -1.039 2.714
H 6.287 -1.182 3.808
H 6.225 -2.235 2.429
H 4.495 -4.540 3.395
H 3.985 -3.262 2.295
H 1.894 -1.894 4.987
H 2.643 -1.413 3.384
H 0.215 -0.499 3.103
H -0.954 -1.568 2.399
H -0.078 -3.534 1.026
H 2.167 -3.724 1.197
H 2.097 -1.476 0.077
H 0.322 -3.900 4.739
H 2.067 -6.122 2.585
H 2.461 -6.301 4.248
C 2.227 3.653 -1.577
C 1.908 3.113 -2.963
N 2.311 1.732 -3.142
C 2.295 1.298 -4.529
C 0.947 1.263 -5.259
C 1.772 0.795 -2.177
C 0.249 0.697 -2.034
H 3.280 3.502 -1.334
H 2.021 4.723 -1.541
H 1.621 3.180 -0.802
H 2.451 3.717 -3.693
H 0.836 3.269 -3.166
H 2.757 0.309 -4.588
H 2.965 1.960 -5.085
H 0.325 0.431 -4.931
H 1.115 1.132 -6.329
H 0.385 2.189 -5.129
H 2.186 1.046 -1.195
H 2.172 -0.200 -2.398
H -0.226 1.677 -1.973
H 0.006 0.158 -1.116
H -0.204 0.146 -2.858
C -3.218 0.552 0.518
C -4.445 1.247 -0.052
N -4.129 2.497 -0.711
C -5.297 3.314 -0.993
C -6.338 2.770 -1.979
C -3.136 2.418 -1.766
C -3.396 1.465 -2.940
H -2.654 1.225 1.166
H -3.526 -0.312 1.112
H -2.552 0.189 -0.267
H -5.126 1.467 0.774
H -4.975 0.542 -0.712
H -4.958 4.294 -1.338
H -5.799 3.505 -0.040
H -5.986 2.813 -3.008
H -7.242 3.378 -1.926
H -6.623 1.742 -1.751
H -2.184 2.135 -1.310
H -2.966 3.425 -2.153
H -3.728 0.481 -2.607
H -2.472 1.323 -3.505
H -4.136 1.860 -3.634

No. 3
31
Properties=species:S:1:pos:R:3 method="wB97M-V/def2-TZVPD" multiplicity=6 s2=8.78 e_homo_ev="-7.00 / -7.51"
Ru 1.383 1.225 -0.230
C -1.434 -0.169 -3.426
C -0.479 0.735 -2.953
N -0.269 0.560 -1.650
N -1.069 -0.461 -1.264
C -1.778 -0.909 -2.310
B -1.118 -0.961 0.204
N -1.438 0.220 1.139
C -2.484 0.380 1.968
C -2.349 1.596 2.606
C -1.156 2.120 2.086
N -0.613 1.286 1.204
N 0.242 -1.589 0.608
C 0.495 -2.864 0.936
C 1.838 -2.982 1.246
C 2.341 -1.690 1.074
N 1.375 -0.854 0.699
H -1.818 -0.266 -4.428
H 0.068 1.497 -3.485
H -2.481 -1.719 -2.186
H -1.976 -1.809 0.294
H -3.245 -0.382 2.043
H -3.009 2.038 3.335
H -0.680 3.062 2.320
H -0.298 -3.596 0.931
H 2.370 -3.868 1.552
H 3.348 -1.323 1.198
Te 1.877 3.587 0.846
Te 4.176 4.323 -0.321
Te 4.956 2.415 -2.016
Te 3.225 0.400 -2.018

No. 4
14
Properties=species:S:1:pos:R:3 method="wB97M-V/def2-TZVPD" smiles=C[C@]1(Cl)C[C@H]1N de_lowest_kcal_mol=47.13 e_homo_ev=-9.45
C 1.753 -0.294 -0.609
C 0.545 0.143 0.111
Cl 0.533 1.945 0.311
C -0.296 -0.594 1.208
C -0.961 -0.212 -0.173
N -2.113 0.687 -0.531
H 1.864 0.075 -1.713
H 1.682 -1.495 -0.474
H 2.608 -0.064 -0.046
H -0.202 -1.632 1.543
H -0.594 0.082 1.981
H -0.854 -1.377 -0.559
H -1.760 1.326 -1.329
H -2.205 1.410 0.279

No. 5
116
Properties=species:S:1:pos:R:3 method="wB97M-V/def2-TZVPD" total_charge=-2 e_homo_ev=-1.93
C 6.743 -2.231 0.933
C 6.781 -2.352 -0.565
C 8.093 -2.154 -1.288
N 5.696 -2.641 -1.198
C 4.817 -1.685 -1.655
C 5.166 -0.695 -2.551
N 4.353 0.253 -3.028
N 3.070 0.142 -2.579
C 2.172 1.159 -3.104
C 2.536 -0.755 -1.719
C 1.080 -0.773 -1.311
C 0.883 -0.167 0.074
N 1.751 -0.193 0.986
C 3.402 -1.701 -1.199
S 2.991 -2.952 -0.031
O 3.882 -2.812 1.088
O 1.631 -2.986 0.409
C 3.478 -4.613 -0.780
F 3.706 -4.512 -2.112
F 4.651 -4.970 -0.231
C 2.493 -5.767 -0.444
F 3.186 -6.920 -0.677
F 2.201 -5.795 0.852
C 1.222 -5.799 -1.380
F 0.149 -6.165 -0.716
F 1.017 -4.620 -1.975
F 1.409 -6.755 -2.313
H 6.390 -3.169 1.356
H 6.052 -1.417 1.164
H 7.751 -2.012 1.285
H 8.907 -2.412 -0.606
H 8.181 -1.089 -1.530
H 8.103 -2.777 -2.178
H 6.194 -0.691 -2.894
H 1.505 1.563 -2.348
H 1.605 0.798 -3.975
H 2.792 1.987 -3.472
H 0.780 -1.821 -1.332
H 0.418 -0.252 -2.002
H -0.081 0.317 0.257
H 1.377 0.285 1.803
C -5.819 3.403 -1.476
O -4.998 4.440 -1.984
C -4.718 5.479 -1.020
C -3.281 5.426 -0.557
N -3.027 4.256 0.282
C -1.613 3.993 0.544
C -0.698 3.704 -0.642
O -0.922 2.479 -1.322
C -1.978 2.503 -2.265
H -6.138 2.783 -2.319
H -5.277 2.765 -0.776
H -6.712 3.809 -0.982
H -5.414 5.441 -0.177
H -4.870 6.432 -1.533
H -3.062 6.330 0.015
H -2.650 5.428 -1.454
H -3.421 3.439 -0.164
H -1.576 3.126 1.210
H -1.202 4.838 1.104
H 0.321 3.623 -0.252
H -0.682 4.533 -1.358
H -2.077 3.477 -2.750
H -2.924 2.216 -1.796
H -1.760 1.756 -3.029
C -5.999 9.426 -2.554
O -4.866 8.959 -2.421
N -7.020 8.766 -3.098
C -8.384 9.245 -3.271
C -6.853 7.439 -3.583
H -6.263 10.439 -2.222
H -9.048 8.584 -2.733
H -8.633 9.229 -4.325
H -8.519 10.258 -2.897
H -6.531 6.804 -2.748
H -6.084 7.406 -4.362
H -7.802 7.080 -3.991
Br 0.307 -6.146 2.405
K -7.749 4.964 -3.110
C 6.744 -6.626 3.302
C 7.956 -7.525 3.177
O 8.985 -6.671 2.654
S 8.771 -5.181 3.210
O 9.620 -4.980 4.328
O 8.756 -4.294 2.106
O 7.276 -5.367 3.740
H 6.255 -6.475 2.338
H 6.018 -6.999 4.018
H 7.785 -8.366 2.513
H 8.283 -7.892 4.153
Cl -10.635 7.637 -4.132
O 2.577 -2.436 -4.812
H 3.120 -1.791 -4.345
H 2.836 -3.277 -4.417
Li 3.488 3.747 -3.420
O -10.141 11.878 -3.566
P -9.286 12.555 -4.629
O -7.887 12.813 -4.075
O -9.932 13.880 -5.025
O -9.178 11.645 -5.848
C -0.759 -5.606 8.526
O -1.852 -6.489 8.361
C -2.694 -6.124 7.274
C -2.399 -6.933 6.027
O -1.114 -6.662 5.520
C -0.152 -7.632 5.876
H -0.020 -6.101 9.156
H -0.290 -5.356 7.572
H -1.087 -4.685 9.023
H -2.608 -5.053 7.064
H -3.724 -6.324 7.590
H -3.116 -6.646 5.250
H -2.525 -8.005 6.224
H -0.262 -8.516 5.238
H -0.233 -7.925 6.928
H 0.831 -7.199 5.701

No. 6
130
Properties=species:S:1:pos:R:3 method="wB97M-V/def2-TZVPD" smiles="CCOS(C)(=O)=O.CCOS(C)(=O)=O.CCOS(C)(=O)=O.CCOS(C)(=O)=O.CCOS(C)(=O)=O.CCOS(C)(=O)=O.ClCCCl.ClCCCl.ClCCCl.ClCCCl.ClCCCl" de_lowest_kcal_mol=28.40 e_homo_ev=-10.39
C -1.711 -7.939 -2.961
C -2.391 -6.601 -3.254
O -1.993 -5.601 -2.334
S -2.765 -4.200 -2.170
C -1.854 -3.202 -3.235
O -4.074 -4.428 -2.692
O -2.650 -3.785 -0.808
H -2.169 -8.596 -3.713
H -1.855 -8.343 -1.975
H -0.713 -7.891 -3.215
H -2.072 -6.250 -4.191
H -3.464 -6.583 -3.091
H -0.858 -3.103 -2.828
H -2.309 -2.234 -3.155
H -1.968 -3.693 -4.225
C -8.274 -1.440 -2.844
C -7.237 -0.652 -1.956
O -5.907 -0.781 -2.562
S -4.653 -0.002 -2.050
C -4.479 -0.427 -0.343
O -3.481 -0.517 -2.713
O -4.944 1.428 -2.217
H -9.321 -1.191 -2.584
H -8.202 -2.534 -2.765
H -8.221 -1.189 -3.908
H -7.618 0.398 -1.990
H -7.264 -1.057 -0.923
H -3.617 0.178 -0.118
H -4.259 -1.487 -0.252
H -5.298 -0.074 0.229
C 0.364 -0.460 -4.536
C 1.225 0.639 -3.879
O 0.398 1.613 -3.141
S -0.376 2.702 -3.915
C -1.978 1.909 -4.266
O -0.478 3.820 -2.994
O 0.195 2.842 -5.236
H -0.388 -0.686 -3.782
H 0.965 -1.351 -4.943
H -0.145 -0.086 -5.422
H 1.840 0.342 -3.033
H 1.796 1.158 -4.670
H -2.626 2.731 -4.458
H -2.405 1.218 -3.513
H -1.904 1.294 -5.182
C -2.614 3.641 5.739
C -1.354 3.085 5.142
O -0.588 4.331 4.963
S 0.067 4.698 3.579
C 0.239 6.392 3.899
O 1.292 4.069 3.403
O -0.941 4.489 2.557
H -2.434 4.155 6.680
H -3.298 2.907 6.135
H -3.111 4.450 5.173
H -0.794 2.482 5.810
H -1.528 2.690 4.162
H 0.644 6.911 3.089
H 0.818 6.530 4.770
H -0.828 6.642 4.066
C 1.644 -6.624 1.034
C 1.468 -5.953 -0.333
O 2.041 -4.572 -0.311
S 2.826 -4.284 -1.631
C 3.836 -2.867 -1.040
O 3.674 -5.402 -1.898
O 1.899 -3.867 -2.640
H 1.399 -5.801 1.705
H 2.704 -6.940 1.169
H 0.939 -7.438 1.031
H 1.996 -6.468 -1.157
H 0.395 -5.859 -0.652
H 3.220 -2.023 -0.790
H 4.557 -2.640 -1.773
H 4.341 -3.267 -0.223
C 1.706 0.305 5.168
C 2.814 0.735 4.280
O 3.857 -0.305 4.429
S 4.733 -0.889 3.227
C 6.444 -0.539 3.719
O 4.644 -2.304 3.253
O 4.462 -0.037 2.098
H 1.501 -0.730 4.960
H 0.889 0.938 4.896
H 2.016 0.373 6.198
H 2.587 0.529 3.219
H 3.344 1.653 4.339
H 6.663 0.535 3.661
H 7.043 -1.150 3.003
H 6.587 -0.879 4.727
Cl -0.919 0.887 2.357
C -0.013 1.677 1.031
C 1.154 0.819 0.509
Cl 0.614 -0.654 -0.333
H 0.565 2.557 1.360
H -0.745 1.902 0.293
H 1.911 0.451 1.201
H 1.726 1.427 -0.191
Cl 1.629 -3.395 3.513
C 0.535 -2.682 2.292
C -0.927 -3.185 2.271
Cl -1.775 -2.945 3.844
H 0.915 -2.930 1.293
H 0.666 -1.638 2.461
H -0.982 -4.203 2.045
H -1.422 -2.611 1.504
Cl -3.462 6.413 -0.516
C -2.444 5.033 -0.059
C -3.089 3.722 0.030
Cl -4.354 3.438 1.309
H -2.036 5.307 0.893
H -1.684 5.007 -0.799
H -2.384 2.961 0.257
H -3.609 3.547 -0.890
Cl 7.778 1.729 -0.705
C 6.302 2.908 -0.481
C 5.069 2.084 -0.123
Cl 4.141 1.405 -1.458
H 6.225 3.322 -1.494
H 6.600 3.635 0.208
H 4.451 2.870 0.347
H 5.339 1.248 0.478
Cl 4.529 5.579 -2.434
C 2.813 5.268 -2.190
C 2.437 5.176 -0.728
Cl 2.404 6.733 0.144
H 2.706 4.266 -2.661
H 2.147 5.980 -2.803
H 3.097 4.510 -0.161
H 1.428 4.797 -0.640

No. 7
75
Properties=species:S:1:pos:R:3 method="wB97M-V/def2-TZVPD" multiplicity=2 total_charge=+1 s2=0.78 e_homo_ev="-8.46 / -10.13"
Ti 0.003 0.153 -0.345
C 2.752 -1.121 1.684
Si 1.991 0.563 1.296
C 3.400 1.657 0.689
C 1.401 1.335 2.908
C 2.202 1.370 4.055
C 1.766 2.000 5.208
C 0.519 2.614 5.231
C -0.281 2.589 4.101
C 0.147 1.948 2.932
Si -0.906 1.899 1.376
C -0.985 3.650 0.681
C -2.677 1.475 1.882
H 3.469 -1.005 2.502
H 3.306 -1.520 0.833
H 2.019 -1.868 1.991
H 4.117 1.718 1.514
H 3.072 2.676 0.474
H 3.936 1.271 -0.178
H 3.180 0.901 4.056
H 2.393 2.017 6.091
H 0.175 3.108 6.130
H -1.251 3.073 4.138
H -1.236 4.329 1.502
H -1.763 3.765 -0.075
H -0.037 3.981 0.253
H -3.002 2.151 2.678
H -2.779 0.455 2.254
H -3.381 1.599 1.056
S -3.984 -6.322 -0.599
N -3.480 -5.428 0.643
C -2.787 -4.422 0.133
C -2.112 -3.388 0.913
C -2.067 -3.377 2.288
C -1.360 -2.331 2.907
C -0.761 -1.361 2.158
N -0.797 -1.331 0.781
C -1.475 -2.373 0.178
C -1.450 -2.377 -1.247
N -0.771 -1.350 -1.812
C -0.634 -1.347 -3.150
C -1.189 -2.308 -3.967
C -1.926 -3.348 -3.392
C -2.053 -3.390 -2.020
C -2.759 -4.427 -1.282
N -3.432 -5.430 -1.823
H -2.554 -4.156 2.855
H -1.276 -2.273 3.983
H -0.224 -0.552 2.629
H -0.044 -0.537 -3.556
H -1.043 -2.250 -5.035
H -2.381 -4.121 -3.996
C 3.821 0.339 -2.798
C 3.889 -0.982 -2.025
C 2.432 -1.383 -1.929
O 1.737 -0.131 -1.739
C 2.452 0.921 -2.432
H 3.881 0.157 -3.870
H 4.631 1.016 -2.532
H 4.301 -0.829 -1.028
H 4.494 -1.733 -2.530
H 2.187 -2.025 -1.084
H 2.070 -1.852 -2.849
H 2.499 1.776 -1.761
H 1.869 1.199 -3.313
C -1.520 3.560 -3.102
S -1.525 1.809 -2.817
C -3.078 1.612 -1.981
O -0.458 1.620 -1.724
H -1.630 4.086 -2.156
H -2.337 3.787 -3.786
H -0.571 3.810 -3.571
H -3.880 1.755 -2.705
H -3.151 2.321 -1.158
H -3.105 0.586 -1.612

Summary of DFT total energy in Eh
-269.2654 -1868.6355 -1869.3767 -672.0616 -8108.5632 -9452.8924 -3682.7661
(order as listed above)
Summary of maximum force in Eh/bohr
0.0148 0.0538 0.0288 0.0906 0.0540 0.0792 0.0199
(order as listed above)